The following is a DFT calculation (ωB97M-V/def2-TZVPD) of 2 unconnected molecules or ions with the total composition C4H7NO.

The frontier orbital gap comes out at 10.36 eV. Its SMILES is C=CCC#N.O. The value obtained for the lowest unoccupied orbital energy is 0.68 eV. As for the net charge: 0. The value obtained for the energy above the lowest of the compared OMol25 structures with the same formula, charge and spin is 2.534 eV.

Last columns: bonded neighbours and bond lengths (Å).
Positions of all 13 atoms, in Å:
1 C 0.93697 0.61682 -0.22193  C2 1.338, H6 1.086, H7 1.087
2 C -0.04818 -0.23437 -0.52987  C1 1.338, C3 1.514, H8 1.085
3 C -1.39155 -0.16830 0.16433  C2 1.514, C4 1.469, H9 1.097, H10 1.095
4 C -2.16822 0.88842 -0.49735  C3 1.469, N5 1.156
5 N -2.71898 1.73993 -1.05303  C4 1.156
6 H 1.84315 0.69172 -0.81660  C1 1.086
7 H 0.88161 1.30148 0.62018  C1 1.087
8 H 0.01750 -0.83420 -1.43217  C2 1.085
9 H -1.29627 0.08408 1.22764  C3 1.097
10 H -1.95461 -1.10553 0.10744  C3 1.095
11 O 1.97406 -0.83075 1.17040  H12 0.965, H13 0.984
12 H 2.73279 -1.01178 0.60266  O11 0.965
13 H 1.19172 -1.13753 0.65830  O11 0.984